2 unconnected molecules or ions with the total composition C5H7NO in a non-equilibrium geometry. Source: the OMol25 dataset; level of theory: wB97M-V/def2-TZVPD.

CARTESIAN COORDINATES (ANGSTROEM)
C: -0.749 1.271 -0.989
C: -0.246 -0.999 -0.425
O: -2.035 0.523 1.541
H: 0.835 0.866 1.252
H: 0.614 -1.576 1.529
H: 1.721 -1.885 0.160
H: -0.759 -1.648 -1.125
H: -0.401 2.291 -0.837
C: 1.149 0.273 0.385
C: -1.886 0.214 0.433
C: 0.903 -1.253 0.524
H: -1.369 1.098 -1.862
H: 2.138 0.586 0.041
N: 0.133 0.286 -0.681

HOMO = -7.63 eV
Energy above the lowest of the compared OMol25 structures with the same formula, charge and spin = 92.0 kcal/mol
Net charge = 0

2 unconnected molecules or ions with the total composition CH2BrNO3 in a non-equilibrium geometry. Source: the OMol25 dataset; level of theory: wB97M-V/def2-TZVPD.

CARTESIAN COORDINATES (ANGSTROEM)
Br: 0.169 2.307 -1.908
N: 0.210 -0.004 1.440
O: -0.754 -1.548 2.870
C: -0.128 -1.285 1.895
H: 0.098 -2.165 1.194
H: -0.619 1.492 -1.208
O: 1.317 0.422 1.275
O: -0.758 0.357 0.812

HOMO = -10.81 eV
Energy above the lowest of the compared OMol25 structures with the same formula, charge and spin = 29.3 kcal/mol
SMILES = O=C[N+](=O)[O-].Br
Net charge = 0